84
Properties=species:S:1:pos:R:3 method="wB97M-V/def2-TZVPD" gap_ev=7.284 charge=+1 relative_energy_kcal_mol=6.90
Sc -0.188 -0.113 1.140
N 0.834 5.466 -5.438
C 1.057 4.691 -4.324
C 0.685 3.341 -4.313
C 0.953 2.551 -3.215
C 1.579 3.106 -2.105
C 1.949 4.443 -2.093
C 1.695 5.229 -3.199
S 1.980 2.070 -0.763
O 2.685 0.935 -1.288
O 2.618 2.861 0.263
N 0.546 1.474 -0.182
C -0.391 2.400 0.228
N -1.416 1.826 0.891
C -2.358 2.614 1.395
C -2.326 3.979 1.231
C -1.234 4.479 0.528
N -0.268 3.717 0.040
H 0.199 5.132 -6.139
H 0.912 6.463 -5.357
H 0.197 2.911 -5.180
H 0.687 1.503 -3.227
H 2.425 4.857 -1.215
H 1.989 6.272 -3.201
H -3.160 2.118 1.933
H -3.100 4.618 1.626
H -1.125 5.546 0.358
N -1.145 -4.272 1.654
C -0.953 -3.036 1.188
O -0.281 -2.217 1.844
C -1.558 -2.644 -0.132
C -1.600 -1.123 -0.280
H -0.710 -4.554 2.516
H -1.672 -4.944 1.127
H -2.523 -3.153 -0.240
H -0.907 -3.079 -0.900
H -2.566 -0.735 0.065
H -1.527 -0.860 -1.336
N -2.085 0.087 5.223
C -3.050 -0.814 4.793
C -4.081 -1.463 5.464
C -4.881 -2.292 4.704
C -4.665 -2.459 3.325
C -3.637 -1.812 2.671
C -2.811 -0.983 3.430
N -1.718 -0.204 3.053
C -1.332 0.407 4.144
C -0.223 1.356 4.133
C 0.116 2.295 5.050
S 1.424 3.217 4.459
C 1.443 2.299 3.029
N 0.540 1.356 2.989
H -1.940 0.407 6.165
H -4.254 -1.324 6.523
H -5.699 -2.817 5.177
H -5.329 -3.104 2.765
H -3.489 -1.923 1.606
H -0.339 2.507 6.003
H 2.132 2.498 2.213
N 1.632 -1.736 -0.960
C 2.515 -1.434 0.058
C 3.875 -1.742 -0.082
C 4.726 -1.483 0.955
C 4.220 -0.945 2.144
C 2.882 -0.674 2.201
N 2.028 -0.891 1.178
H 2.025 -1.596 -1.883
H 0.750 -1.232 -0.936
H 4.228 -2.155 -1.017
H 5.783 -1.696 0.856
H 4.855 -0.744 2.994
H 2.441 -0.276 3.104
S -0.134 -1.090 -3.847
C 0.386 -2.552 -4.464
N 0.707 -3.654 -3.740
C 1.280 -4.717 -4.563
C 0.936 -4.244 -5.991
N 0.558 -2.855 -5.763
H 0.939 -3.535 -2.766
H 0.820 -5.676 -4.334
H 2.357 -4.803 -4.412
H 0.112 -4.817 -6.419
H 1.790 -4.313 -6.660
H 0.188 -2.247 -6.472

---

77
Properties=species:S:1:pos:R:3 method="wB97M-V/def2-TZVPD" gap_ev="5.227 / 5.228" charge=-1 spin_multiplicity=2 relative_energy_kcal_mol=0.00
Yb 0.821 0.060 0.476
O -0.539 1.753 0.628
C -1.707 2.197 0.947
C -1.863 3.550 1.330
C -3.098 4.093 1.597
C -4.253 3.306 1.510
C -4.114 1.973 1.182
C -2.869 1.394 0.909
C -2.762 -0.042 0.618
N -1.670 -0.776 0.445
C -2.098 -2.079 0.254
C -3.450 -2.139 0.322
N -3.860 -0.840 0.544
H -0.958 4.146 1.386
H -3.175 5.137 1.880
H -5.230 3.722 1.720
H -5.014 1.368 1.146
H -1.400 -2.878 0.064
H -4.144 -2.956 0.212
H -4.806 -0.533 0.659
C 0.283 -4.305 3.389
N 1.435 -3.442 3.052
C 2.751 -4.108 3.173
C 1.298 -2.673 1.782
C 1.109 -3.274 0.413
C 1.162 -4.624 0.091
C 0.975 -5.036 -1.232
C 0.750 -4.078 -2.207
C 0.711 -2.724 -1.855
C 0.882 -2.257 -0.553
H 0.348 -4.588 4.439
H 0.278 -5.192 2.762
H -0.630 -3.736 3.224
H 1.411 -2.651 3.727
H 2.807 -4.951 2.491
H 2.885 -4.447 4.199
H 3.518 -3.380 2.915
H 2.182 -2.015 1.724
H 0.456 -2.019 1.984
H 1.351 -5.382 0.845
H 1.009 -6.089 -1.486
H 0.600 -4.379 -3.238
H 0.528 -2.009 -2.657
C 2.329 0.884 4.218
S 0.824 0.000 4.153
O -0.112 0.660 5.030
O 0.372 -0.024 2.742
O 1.143 -1.389 4.579
H 2.090 1.937 4.058
H 2.976 0.520 3.415
H 2.736 0.719 5.216
N 1.930 1.893 -0.806
S 1.803 2.935 -1.969
C 0.131 3.562 -2.102
C -0.053 4.922 -1.936
C -1.339 5.455 -2.009
C -2.419 4.617 -2.227
C -2.225 3.248 -2.379
C -0.947 2.717 -2.324
C 1.809 1.933 -3.467
C 2.294 0.643 -3.340
C 2.345 -0.169 -4.472
C 1.933 0.320 -5.701
C 1.465 1.626 -5.815
C 1.399 2.439 -4.695
H 2.780 2.039 -0.263
H 0.802 5.562 -1.750
H -1.491 6.520 -1.877
H -3.422 5.025 -2.261
H -3.075 2.591 -2.520
H -0.790 1.651 -2.433
H 2.621 0.286 -2.365
H 2.707 -1.186 -4.378
H 1.971 -0.317 -6.576
H 1.138 2.005 -6.775
H 1.014 3.451 -4.771
S 3.348 -0.174 0.989

---

77
Properties=species:S:1:pos:R:3 method="wB97M-V/def2-TZVPD" smiles="CCOc1cc([C@H](C(=O)NC[C@@H]2CCCO2)N(C(=O)Cn2nnc3ccccc32)c2ccc(NC(C)=O)cc2)ccc1O" gap_ev=8.804 relative_energy_kcal_mol=0.00
C 2.464 2.859 -3.264
C 1.428 2.254 -2.331
O 0.533 1.475 -3.110
C -0.296 0.598 -2.463
C -0.523 0.565 -1.102
C -1.335 -0.423 -0.546
C -1.494 -0.492 0.948
C -1.852 0.908 1.483
O -1.028 1.650 1.975
N -3.150 1.215 1.334
C -3.682 2.527 1.607
C -4.268 3.130 0.319
C -4.967 4.470 0.571
C -6.416 4.044 0.798
C -6.534 2.854 -0.152
O -5.255 2.243 -0.197
N -0.276 -0.949 1.621
C -0.410 -1.279 2.922
O -1.490 -1.334 3.478
C 0.878 -1.638 3.677
N 1.735 -2.523 2.949
N 3.025 -2.248 2.723
N 3.559 -3.154 2.014
C 2.620 -4.099 1.725
C 2.672 -5.277 0.980
C 1.509 -6.001 0.872
C 0.314 -5.587 1.482
C 0.237 -4.432 2.225
C 1.409 -3.693 2.337
C 0.973 -0.779 0.966
C 1.786 0.305 1.266
C 2.978 0.487 0.594
C 3.370 -0.422 -0.385
N 4.566 -0.278 -1.095
C 5.258 0.875 -1.335
C 6.514 0.634 -2.147
O 4.906 1.969 -0.961
C 2.554 -1.512 -0.678
C 1.356 -1.684 -0.018
C -1.959 -1.341 -1.372
C -1.774 -1.288 -2.745
C -0.940 -0.334 -3.299
O -0.733 -0.299 -4.640
H 3.222 3.363 -2.672
H 2.001 3.567 -3.946
H 2.941 2.074 -3.845
H 1.923 1.617 -1.588
H 0.876 3.043 -1.806
H -0.064 1.294 -0.454
H -2.293 -1.191 1.222
H -3.769 0.594 0.835
H -4.466 2.449 2.368
H -2.863 3.141 1.986
H -3.465 3.208 -0.425
H -4.895 5.104 -0.313
H -4.539 4.997 1.420
H -6.564 3.724 1.830
H -7.133 4.828 0.567
H -6.808 3.189 -1.162
H -7.260 2.106 0.177
H 0.572 -2.094 4.625
H 1.447 -0.729 3.887
H 3.591 -5.594 0.515
H 1.504 -6.919 0.303
H -0.568 -6.198 1.361
H -0.679 -4.109 2.694
H 1.460 1.017 2.008
H 3.603 1.336 0.816
H 4.900 -1.121 -1.541
H 6.262 0.205 -3.115
H 7.028 1.578 -2.298
H 7.172 -0.054 -1.619
H 2.858 -2.226 -1.430
H 0.717 -2.521 -0.258
H -2.591 -2.108 -0.950
H -2.258 -1.994 -3.400
H -0.121 0.430 -4.821

---

Copy entry 3 word for word.
77
Properties=species:S:1:pos:R:3 method="wB97M-V/def2-TZVPD" smiles="CCOc1cc([C@H](C(=O)NC[C@@H]2CCCO2)N(C(=O)Cn2nnc3ccccc32)c2ccc(NC(C)=O)cc2)ccc1O" gap_ev=8.804 relative_energy_kcal_mol=0.00
C 2.464 2.859 -3.264
C 1.428 2.254 -2.331
O 0.533 1.475 -3.110
C -0.296 0.598 -2.463
C -0.523 0.565 -1.102
C -1.335 -0.423 -0.546
C -1.494 -0.492 0.948
C -1.852 0.908 1.483
O -1.028 1.650 1.975
N -3.150 1.215 1.334
C -3.682 2.527 1.607
C -4.268 3.130 0.319
C -4.967 4.470 0.571
C -6.416 4.044 0.798
C -6.534 2.854 -0.152
O -5.255 2.243 -0.197
N -0.276 -0.949 1.621
C -0.410 -1.279 2.922
O -1.490 -1.334 3.478
C 0.878 -1.638 3.677
N 1.735 -2.523 2.949
N 3.025 -2.248 2.723
N 3.559 -3.154 2.014
C 2.620 -4.099 1.725
C 2.672 -5.277 0.980
C 1.509 -6.001 0.872
C 0.314 -5.587 1.482
C 0.237 -4.432 2.225
C 1.409 -3.693 2.337
C 0.973 -0.779 0.966
C 1.786 0.305 1.266
C 2.978 0.487 0.594
C 3.370 -0.422 -0.385
N 4.566 -0.278 -1.095
C 5.258 0.875 -1.335
C 6.514 0.634 -2.147
O 4.906 1.969 -0.961
C 2.554 -1.512 -0.678
C 1.356 -1.684 -0.018
C -1.959 -1.341 -1.372
C -1.774 -1.288 -2.745
C -0.940 -0.334 -3.299
O -0.733 -0.299 -4.640
H 3.222 3.363 -2.672
H 2.001 3.567 -3.946
H 2.941 2.074 -3.845
H 1.923 1.617 -1.588
H 0.876 3.043 -1.806
H -0.064 1.294 -0.454
H -2.293 -1.191 1.222
H -3.769 0.594 0.835
H -4.466 2.449 2.368
H -2.863 3.141 1.986
H -3.465 3.208 -0.425
H -4.895 5.104 -0.313
H -4.539 4.997 1.420
H -6.564 3.724 1.830
H -7.133 4.828 0.567
H -6.808 3.189 -1.162
H -7.260 2.106 0.177
H 0.572 -2.094 4.625
H 1.447 -0.729 3.887
H 3.591 -5.594 0.515
H 1.504 -6.919 0.303
H -0.568 -6.198 1.361
H -0.679 -4.109 2.694
H 1.460 1.017 2.008
H 3.603 1.336 0.816
H 4.900 -1.121 -1.541
H 6.262 0.205 -3.115
H 7.028 1.578 -2.298
H 7.172 -0.054 -1.619
H 2.858 -2.226 -1.430
H 0.717 -2.521 -0.258
H -2.591 -2.108 -0.950
H -2.258 -1.994 -3.400
H -0.121 0.430 -4.821